one.
Computed, not measured: C44H33O5P2PdS as an isolated structure, with wB97M-V/def2-TZVPD.

- total charge = +1
- Kohn-Sham gap (eV) = 7.08
- E_HOMO (eV) = -10.1

Cartesian coordinates (Å):
Pd1 0.527 0.670 0.723
O1 3.171 2.466 1.066
S1 2.683 1.148 0.679
C1 3.537 -0.091 1.643
C2 4.920 -0.034 1.767
C3 5.567 -1.025 2.486
C4 4.837 -2.050 3.075
C5 3.453 -2.053 3.008
C6 2.783 -1.044 2.319
P1 0.981 -0.823 2.383
C7 0.517 -0.309 4.045
C8 1.235 -0.657 5.187
C9 0.788 -0.244 6.432
C10 -0.375 0.509 6.540
C11 -1.090 0.856 5.404
C12 -0.646 0.456 4.154
C13 0.254 -2.437 2.059
C14 0.734 -3.192 0.989
C15 0.119 -4.388 0.657
C16 -0.981 -4.828 1.384
C17 -1.464 -4.074 2.443
C18 -0.851 -2.875 2.782
C19 3.124 0.843 -1.032
C20 4.365 0.379 -1.442
C21 4.636 0.298 -2.800
C22 3.679 0.684 -3.728
C23 2.441 1.142 -3.306
C24 2.147 1.232 -1.950
P2 0.502 1.757 -1.341
C25 -0.612 1.100 -2.597
C26 -1.472 1.926 -3.310
C27 -2.324 1.375 -4.257
C28 -2.324 0.006 -4.484
C29 -1.473 -0.821 -3.762
C30 -0.620 -0.276 -2.817
C31 0.472 3.555 -1.397
C32 1.358 4.278 -2.193
C33 1.298 5.662 -2.205
C34 0.360 6.324 -1.427
C35 -0.521 5.607 -0.631
C36 -0.468 4.221 -0.606
H1 5.475 0.782 1.324
H2 6.644 -1.002 2.583
H3 5.350 -2.834 3.616
H4 2.886 -2.834 3.501
H5 2.146 -1.235 5.115
H6 1.349 -0.507 7.318
H7 -0.719 0.829 7.514
H8 -1.992 1.448 5.488
H9 -1.198 0.726 3.260
H10 1.589 -2.850 0.416
H11 0.497 -4.978 -0.168
H12 -1.460 -5.763 1.125
H13 -2.322 -4.415 3.006
H14 -1.235 -2.286 3.605
H15 5.109 0.060 -0.728
H16 5.595 -0.077 -3.132
H17 3.894 0.615 -4.786
H18 1.685 1.413 -4.034
H19 -1.483 2.991 -3.120
H20 -2.997 2.016 -4.810
H21 -2.997 -0.419 -5.216
H22 -1.485 -1.891 -3.927
H23 0.034 -0.925 -2.242
H24 2.102 3.773 -2.797
H25 1.989 6.223 -2.821
H26 0.318 7.406 -1.438
H27 -1.250 6.125 -0.023
H28 -1.158 3.650 0.000
O2 -2.338 1.742 -0.247
C37 -2.262 0.553 0.024
O3 -1.381 0.057 0.861
C38 -3.166 -0.456 -0.591
C39 -2.922 -1.812 -0.413
C40 -3.681 -2.781 -1.072
C41 -4.681 -2.321 -1.894
O4 -5.528 -3.044 -2.678
C42 -6.508 -2.104 -3.126
O5 -5.939 -0.806 -2.982
C43 -4.932 -0.965 -2.066
C44 -4.194 -0.004 -1.434
H29 -2.113 -2.114 0.240
H30 -3.493 -3.838 -0.949
H31 -7.398 -2.186 -2.494
H32 -6.737 -2.289 -4.172
H33 -4.360 1.053 -1.580

---

two.
Computed, not measured: C44H33O5P2PdS as an isolated structure, with wB97M-V/def2-TZVPD.

- total charge = +1
- Kohn-Sham gap (eV) = 6.38
- E_HOMO (eV) = -10.2

Cartesian coordinates (Å):
Pd1 0.128 -0.943 -0.624
O1 -0.063 -2.078 2.823
S1 0.017 -0.952 1.868
C1 1.469 0.013 2.306
C2 1.655 0.505 3.591
C3 2.849 1.127 3.922
C4 3.871 1.221 2.988
C5 3.717 0.664 1.729
C6 2.523 0.043 1.379
P1 2.352 -0.767 -0.227
C7 2.212 -2.539 0.125
C8 2.501 -3.192 1.318
C9 2.139 -4.520 1.478
C10 1.463 -5.196 0.470
C11 1.155 -4.553 -0.720
C12 1.538 -3.229 -0.897
C13 3.866 -0.687 -1.242
C14 4.236 0.366 -2.083
C15 5.437 0.322 -2.771
C16 6.294 -0.760 -2.640
C17 5.940 -1.812 -1.814
C18 4.736 -1.780 -1.128
C19 -1.458 0.048 2.093
C20 -1.709 0.731 3.275
C21 -2.921 1.378 3.451
C22 -3.891 1.324 2.462
C23 -3.658 0.603 1.302
C24 -2.444 -0.045 1.102
P2 -2.177 -1.049 -0.396
C25 -3.170 -0.305 -1.708
C26 -4.486 -0.713 -1.934
C27 -5.245 -0.102 -2.920
C28 -4.696 0.918 -3.683
C29 -3.388 1.328 -3.462
C30 -2.624 0.718 -2.479
C31 -2.883 -2.671 -0.046
C32 -3.217 -3.059 1.247
C33 -3.679 -4.346 1.488
C34 -3.806 -5.246 0.443
C35 -3.466 -4.865 -0.851
C36 -3.000 -3.586 -1.095
H1 0.896 0.386 4.350
H2 2.982 1.532 4.916
H3 4.801 1.706 3.249
H4 4.531 0.703 1.017
H5 2.989 -2.666 2.129
H6 2.373 -5.028 2.404
H7 1.176 -6.229 0.614
H8 0.635 -5.076 -1.510
H9 1.363 -2.748 -1.863
H10 3.591 1.220 -2.208
H11 5.699 1.147 -3.419
H12 7.230 -0.785 -3.182
H13 6.593 -2.667 -1.701
H14 4.490 -2.620 -0.496
H15 -0.983 0.755 4.073
H16 -3.107 1.922 4.367
H17 -4.835 1.835 2.598
H18 -4.426 0.550 0.540
H19 -4.918 -1.513 -1.346
H20 -6.262 -0.425 -3.093
H21 -5.288 1.393 -4.454
H22 -2.958 2.122 -4.057
H23 -1.607 1.050 -2.303
H24 -3.115 -2.370 2.075
H25 -3.937 -4.641 2.495
H26 -4.170 -6.246 0.632
H27 -3.564 -5.566 -1.668
H28 -2.737 -3.298 -2.107
O2 2.020 1.425 -0.865
C37 0.879 1.913 -0.663
O3 -0.154 1.221 -0.420
C38 0.736 3.389 -0.633
C39 1.870 4.189 -0.580
C40 1.780 5.582 -0.535
C41 0.513 6.112 -0.559
O4 0.158 7.422 -0.531
C42 -1.274 7.455 -0.589
O5 -1.739 6.104 -0.625
C43 -0.622 5.316 -0.615
C44 -0.554 3.952 -0.646
H29 2.840 3.716 -0.573
H30 2.655 6.211 -0.489
H31 -1.580 7.966 -1.503
H32 -1.653 7.943 0.310
H33 -1.433 3.326 -0.675

---

Most stable: one. Least stable: two.

---

one.
Computed, not measured: C3H7NOS2 as an isolated structure, with wB97M-V/def2-TZVPD.

- total charge = 0
- Kohn-Sham gap (eV) = 4.26
- E_HOMO (eV) = -8.1

Cartesian coordinates (Å):
S1 4.268 -0.825 0.003
S2 2.671 0.750 0.884
C1 1.025 0.192 0.866
C2 -0.127 0.798 0.120
N1 -0.812 -0.045 -0.785
C3 -2.257 -0.534 -0.478
O1 -3.053 0.466 -0.064
H1 2.967 -0.285 -0.483
H2 -1.871 -1.262 0.341
H3 0.974 -0.470 1.644
H4 0.100 1.883 -0.367
H5 -1.062 1.077 0.871
H6 -0.190 -0.875 -1.096
H7 -2.633 -0.871 -1.455

---

two.
Computed, not measured: an isolated molecule of C3H7NOS2, with wB97M-V/def2-TZVPD.

- total charge = 0
- Kohn-Sham gap (eV) = 9.37
- structure (SMILES) = N[C@H](C=O)CSS
- E_HOMO (eV) = -8.9

Cartesian coordinates (Å):
N1 0.968 1.726 -0.446
C1 -0.093 0.843 -0.613
C2 -1.442 1.324 0.036
O1 -1.427 1.988 1.022
C3 -0.090 -0.535 0.339
S1 0.894 -1.720 -0.464
S2 1.090 -3.269 0.845
H1 1.078 1.909 0.523
H2 1.888 1.400 -0.854
H3 -0.098 0.531 -1.722
H4 -2.294 0.736 -0.464
H5 -1.075 -0.831 0.503
H6 0.251 -0.230 1.392
H7 0.350 -3.874 -0.096

---

Most stable: two. Least stable: one.

---

one.
Computed, not measured: an isolated molecule of C3H2O4, with wB97M-V/def2-TZVPD.

- total charge = 0
- Kohn-Sham gap (eV) = 8.63
- structure (SMILES) = O=CC(=O)C(=O)O
- E_HOMO (eV) = -10.3

Cartesian coordinates (Å):
C1 -1.057 -0.122 0.035
C2 0.493 0.538 -0.102
C3 1.636 -0.579 -0.150
H1 -2.801 0.617 -0.289
H2 1.380 -1.595 0.027
O1 -1.906 0.859 -0.150
O2 -1.369 -1.262 0.293
O3 0.815 1.699 0.322
O4 2.810 -0.154 0.014

---

two.
Computed, not measured: an isolated molecule of C3H2O4, with wB97M-V/def2-TZVPD.

- total charge = 0
- Kohn-Sham gap (eV) = 8.57
- structure (SMILES) = O=CC(=O)C(=O)O
- E_HOMO (eV) = -10.2

Cartesian coordinates (Å):
C1 -0.909 -0.002 0.014
C2 0.535 0.646 0.022
C3 1.463 -0.489 -0.082
H1 -2.811 0.246 -0.231
H2 1.223 -1.631 0.076
O1 -1.963 0.799 -0.230
O2 -1.017 -1.215 0.287
O3 0.854 1.793 0.289
O4 2.623 -0.146 -0.146

---

Most stable: two. Least stable: one.

---

one.
Computed, not measured: a 2-piece molecular cluster, C4H13N3 overall, with wB97M-V/def2-TZVPD.

- total charge = +2
- Kohn-Sham gap (eV) = 9.82
- E_HOMO (eV) = -18.0

Cartesian coordinates (Å):
C1 -1.066 -0.714 1.744
C2 -0.528 -1.242 0.388
C3 0.840 -0.785 0.074
N1 2.702 1.212 -1.656
C4 1.428 1.510 -1.519
N2 0.398 0.676 -1.228
N3 -2.490 -0.302 1.442
H1 -0.854 -1.410 2.544
H2 -0.545 0.220 1.966
H3 -1.114 -0.851 -0.419
H4 -0.469 -2.333 0.369
H5 1.254 -1.344 -0.778
H6 1.505 -0.005 0.456
H7 3.272 1.725 -2.315
H8 3.206 0.703 -0.936
H9 1.116 2.519 -1.887
H10 -0.179 0.940 -2.054
H11 -2.366 0.398 0.689
H12 -3.008 -1.048 0.980
H13 -3.101 0.132 2.140

---

two.
Computed, not measured: a 2-piece molecular cluster, C4H13N3 overall, with wB97M-V/def2-TZVPD.

- total charge = +2
- Kohn-Sham gap (eV) = 10.86
- E_HOMO (eV) = -17.8

Cartesian coordinates (Å):
C1 -2.690 -0.025 -0.304
C2 1.591 1.758 1.446
C3 1.898 0.845 0.343
C4 1.496 -0.412 0.189
N1 -2.951 -0.798 0.704
N2 -2.984 -0.279 -1.606
N3 2.274 -1.336 -0.671
H1 0.848 2.531 1.402
H2 -2.400 1.016 -0.076
H3 1.285 1.224 2.314
H4 2.625 2.298 1.831
H5 2.625 1.253 -0.461
H6 0.846 -0.928 0.869
H7 -2.897 -0.517 1.601
H8 -3.477 -1.698 0.490
H9 -2.982 0.562 -2.189
H10 -3.135 -1.222 -2.035
H11 2.583 -2.085 -0.141
H12 3.106 -0.845 -0.843
H13 1.821 -1.697 -1.521

---

Most stable: two. Least stable: one.

---

one.
Computed, not measured: an isolated ion of composition C4H13N3 and charge +2, with wB97M-V/def2-TZVPD.

- total charge = +2
- Kohn-Sham gap (alpha / beta) (eV) = 7.57 / 7.10
- E_HOMO (alpha / beta) (eV) = -18.8 / -18.9

Cartesian coordinates (Å):
C1 -1.367 -1.073 0.004
C2 0.984 -0.662 0.598
C3 -2.594 0.956 -0.357
C4 2.824 0.933 -0.121
N1 0.076 -1.453 -0.107
N2 -1.479 0.298 0.166
N3 1.709 0.216 -0.405
H1 -1.746 -1.415 -0.997
H2 -2.026 -1.611 0.757
H3 0.553 0.039 1.338
H4 1.794 -1.136 1.175
H5 -2.312 1.871 -0.837
H6 -3.133 0.297 -1.031
H7 -3.272 1.384 0.536
H8 2.739 1.622 0.854
H9 3.594 0.252 0.061
H10 2.968 1.453 -1.125
H11 0.182 -2.523 -0.144
H12 -1.097 0.830 0.929
H13 1.603 -0.275 -1.295

---

two.
Computed, not measured: a 3-piece molecular cluster, C4H13N3 overall, with wB97M-V/def2-TZVPD.

- total charge = +2
- Kohn-Sham gap (eV) = 6.67
- E_HOMO (eV) = -18.8

Cartesian coordinates (Å):
C1 0.153 2.313 2.224
C2 0.653 1.238 3.162
C3 -0.404 0.093 2.953
N1 0.643 -2.359 -5.268
C4 -0.333 -1.889 -4.498
N2 -0.136 -1.505 -3.323
N3 -0.461 1.650 1.192
H1 -0.362 3.153 2.685
H2 1.068 2.771 1.753
H3 0.691 1.608 4.183
H4 1.660 0.934 2.883
H5 -1.039 -0.146 3.792
H6 0.036 -0.800 2.494
H7 0.551 -2.276 -6.274
H8 1.591 -2.416 -4.915
H9 -1.362 -1.963 -4.895
H10 -0.034 -1.696 -0.539
H11 -0.697 -1.364 -0.504
H12 -1.304 2.177 0.912
H13 -0.915 0.476 1.981

---

Most stable: one. Least stable: two.

---

one.
Computed, not measured: a 3-piece molecular cluster, C4H16N2O2 overall, with wB97M-V/def2-TZVPD.

- total charge = +2
- Kohn-Sham gap (eV) = 9.72
- E_HOMO (eV) = -17.5

Cartesian coordinates (Å):
C1 -1.007 -1.003 -0.257
C2 -0.705 0.505 -0.134
C3 0.536 0.698 -1.028
C4 2.607 1.938 -0.588
N1 1.347 1.803 -0.506
N2 -2.119 -1.392 0.690
H1 -1.163 -1.250 -1.304
H2 -0.169 -1.589 0.086
H3 -1.568 1.091 -0.449
H4 -0.353 0.859 0.833
H5 1.273 -0.064 -1.312
H6 0.096 0.931 -2.084
H7 3.153 1.144 -1.087
H8 3.241 2.633 -0.029
H9 0.850 2.486 0.077
H10 -2.580 -0.641 1.395
H11 -1.731 -2.131 1.290
H12 -2.903 -1.847 0.194
H13 -2.956 0.956 2.808
H14 -4.166 0.486 1.745
O1 -3.315 0.341 2.172
H15 3.686 -2.055 -1.660
H16 3.515 -2.669 -0.269
O2 3.103 -2.070 -0.896

---

two.
Computed, not measured: a 3-piece molecular cluster, C4H16N2O2 overall, with wB97M-V/def2-TZVPD.

- total charge = +2
- Kohn-Sham gap (eV) = 11.65
- E_HOMO (eV) = -18.0

Cartesian coordinates (Å):
C1 0.969 -0.940 -0.056
C2 0.393 0.481 -0.038
C3 -0.996 0.510 0.589
C4 -1.934 -0.432 0.579
N1 -1.252 1.737 1.379
N2 1.880 -1.166 -1.218
H1 1.540 -1.161 0.872
H2 0.150 -1.675 -0.108
H3 1.073 1.088 0.557
H4 0.334 1.057 -0.952
H5 -2.827 -0.232 1.170
H6 -2.152 -1.190 -0.170
H7 -1.432 1.554 2.380
H8 -2.257 2.023 1.219
H9 -0.555 2.483 1.345
H10 2.807 -1.580 -0.981
H11 1.425 -1.823 -1.867
H12 2.044 -0.380 -1.850
H13 3.707 -3.888 -1.031
H14 4.829 -2.963 -0.783
O1 3.870 -3.010 -0.654
H15 -4.301 2.565 -0.391
H16 -3.696 3.936 -0.139
O2 -3.619 3.008 0.148

---

Most stable: two. Least stable: one.

---

one.
Computed, not measured: an isolated molecule of C2H3N3O3, with wB97M-V/def2-TZVPD.

- total charge = 0
- Kohn-Sham gap (eV) = 10.40
- structure (SMILES) = Nn1oc(O)nc1=O
- E_HOMO (eV) = -9.9

Cartesian coordinates (Å):
C1 0.461 -0.743 -1.104
C2 -1.100 -0.251 0.189
H1 -0.031 0.884 2.463
H2 0.046 2.307 1.493
H3 0.908 -1.984 -2.307
N1 0.308 1.292 1.532
N2 -0.013 0.676 0.361
N3 -0.782 -1.001 -0.962
O1 1.063 0.175 -0.361
O2 1.315 -1.154 -1.993
O3 -2.175 -0.202 0.690

---

two.
Computed, not measured: an isolated molecule of C2H3N3O3, with wB97M-V/def2-TZVPD.

- total charge = 0
- Kohn-Sham gap (eV) = 10.50
- structure (SMILES) = O=c1nc(O)n(O)[nH]1
- E_HOMO (eV) = -10.5

Cartesian coordinates (Å):
C1 -0.191 0.904 -0.240
C2 -1.078 -0.435 1.120
H1 0.851 2.092 -1.607
H2 0.747 -1.513 1.297
H3 0.685 -1.416 -1.220
N1 -1.268 0.874 0.464
N2 0.111 -0.896 0.683
N3 0.894 0.097 0.051
O1 -0.103 1.922 -1.149
O2 -1.838 -1.178 1.826
O3 1.190 -0.450 -1.225

---

Most stable: one. Least stable: two.

---

one.
Computed, not measured: an isolated ion of composition C5H12N4 and charge +2, with wB97M-V/def2-TZVPD.

- total charge = +2
- Kohn-Sham gap (eV) = 7.32
- structure (SMILES) = C/C=C/C=[NH+]\C(N)=[NH+]/N
- E_HOMO (eV) = -16.9

Cartesian coordinates (Å):
C1 0.691 -1.113 0.122
C2 1.650 -1.995 0.543
C3 0.605 0.069 0.803
C4 -1.111 1.232 -0.510
C5 2.238 -3.145 -0.061
N1 -0.290 1.034 0.601
N2 -0.958 0.452 -1.586
N3 -2.066 2.274 -0.445
N4 -2.237 3.149 0.606
H1 -0.065 -1.440 -0.553
H2 2.294 -1.665 1.418
H3 1.276 0.071 1.698
H4 3.308 -2.977 -0.223
H5 2.359 -3.850 0.707
H6 1.753 -3.436 -0.993
H7 -0.103 -0.109 -1.857
H8 -1.627 0.581 -2.341
H9 -2.608 2.520 -1.375
H10 -0.295 1.944 1.233
H11 -3.137 3.519 0.777
H12 -1.675 2.885 1.437

---

two.
Computed, not measured: an isolated ion of composition C5H12N4 and charge +2, with wB97M-V/def2-TZVPD.

- total charge = +2
- Kohn-Sham gap (eV) = 10.41
- structure (SMILES) = C[N+]#CC/C=N\N(C)[NH3+]
- E_HOMO (eV) = -17.1

Cartesian coordinates (Å):
C1 0.067 -0.794 0.703
C2 -2.294 0.109 0.057
C3 -0.930 0.470 0.357
C4 -4.711 -0.291 -0.233
C5 2.330 1.131 -0.609
N1 1.331 -0.835 0.576
N2 -3.388 -0.209 -0.045
N3 2.271 -0.065 0.152
N4 3.632 -0.769 0.183
H1 -0.348 -1.630 1.329
H2 -1.043 0.889 1.317
H3 -0.398 1.107 -0.393
H4 -5.024 -1.336 -0.607
H5 -4.856 0.502 -0.890
H6 -5.414 -0.047 0.549
H7 3.148 1.191 -1.367
H8 1.532 1.153 -1.420
H9 2.259 2.111 -0.034
H10 3.980 -0.737 -0.817
H11 3.484 -1.715 0.555
H12 4.371 -0.235 0.636

---

Most stable: one. Least stable: two.